[1]
The following is a DFT calculation (ωB97M-V/def2-TZVPD) of a 2-piece molecular cluster, C32H38N3O overall in a non-equilibrium geometry.

```
74
Properties=species:S:1:pos:R:3:forces:R:3:mulliken_charge:R:1
C -1.216144 1.879577 3.535804 0.01 -0.08 0.26 -1.207
N -1.156421 1.897527 2.094558 -0.44 -0.30 -0.11 0.237
C -0.238600 2.656936 1.272940 0.37 0.92 0.11 -0.351
C 1.278234 2.604294 1.663555 -0.74 -0.40 0.05 1.812
C 1.719819 1.149159 1.798431 0.28 -0.05 -0.01 -1.630
C 1.491893 3.362884 2.970319 0.18 0.05 0.23 -1.696
C 2.093479 3.293090 0.574842 0.22 -0.06 -0.20 -1.850
N -0.515709 2.123645 -0.030288 0.84 -0.35 -0.73 0.183
C -1.834785 1.569599 -0.095859 -0.58 0.02 -0.18 0.761
C -1.962467 0.311289 -0.944204 -0.20 -0.30 -0.09 -1.438
C -1.602133 0.549243 -2.388270 0.01 0.00 0.11 0.220
C -2.547421 1.077191 -3.271298 0.34 0.08 -0.18 -0.188
C -2.190909 1.353142 -4.594798 0.13 -0.05 0.16 -0.675
C -0.886904 1.090811 -5.034765 -0.01 -0.02 0.19 -0.442
C 0.057678 0.551180 -4.151764 -0.23 0.06 0.03 -0.630
C -0.306439 0.276769 -2.832067 -0.09 0.18 -0.19 -0.268
C -2.131565 1.267413 1.360619 -0.24 -0.59 0.58 0.306
O -3.026293 0.552169 1.799956 0.87 0.98 -0.49 -0.712
H -2.150882 1.374333 3.798774 0.20 0.14 0.01 0.409
H -0.378171 1.313191 3.969493 -0.30 0.18 -0.07 0.329
H -1.212731 2.898762 3.942575 -0.04 -0.21 -0.04 0.350
H -0.502947 3.740936 1.292927 -0.08 -0.03 0.34 0.039
H 1.664331 0.637640 0.830603 -0.07 0.04 0.22 0.242
H 2.762336 1.117282 2.142061 -0.19 -0.06 -0.06 0.452
H 1.106435 0.605546 2.526177 0.13 0.07 -0.19 0.324
H 1.096501 4.385206 2.891684 0.07 -0.14 0.09 0.326
H 1.015956 2.865340 3.820956 0.20 0.22 -0.19 0.363
H 2.567570 3.426811 3.187391 -0.25 0.03 -0.04 0.456
H 1.792881 4.342881 0.446064 0.01 -0.12 0.06 0.219
H 3.155586 3.283451 0.859804 -0.26 0.05 -0.09 0.498
H 2.011925 2.770390 -0.385784 -0.02 0.09 0.12 0.367
H -0.232100 2.693853 -0.818134 -0.12 -0.12 0.25 0.422
H -2.578535 2.307061 -0.465945 0.00 -0.17 0.19 -0.006
H -1.328777 -0.486275 -0.526461 -0.20 0.28 -0.03 0.493
H -3.012407 0.002004 -0.856664 0.25 -0.12 -0.02 0.346
H -3.557214 1.266495 -2.900955 0.20 -0.04 -0.22 0.451
H -2.934193 1.770337 -5.277369 0.26 -0.16 0.14 0.392
H -0.606762 1.302196 -6.067299 -0.09 -0.07 0.28 0.384
H 1.076510 0.339129 -4.481800 -0.34 0.07 0.00 0.393
H 0.406422 -0.147893 -2.122891 -0.12 0.11 -0.26 0.349
C 2.433429 7.801086 -1.154929 0.65 -0.11 -0.11 -0.834
N 1.030683 7.639911 -0.814032 -0.73 -2.14 -0.20 0.161
C 0.348178 6.474488 -0.937376 0.68 1.52 -0.24 -1.387
C -1.008589 6.672096 -0.571741 -0.95 -0.31 0.31 0.950
C -2.026636 5.722582 -0.657886 0.87 0.67 -0.37 -0.191
C -3.366732 5.900246 -0.177087 -1.17 0.01 0.50 0.580
C -3.669361 6.501472 1.075727 0.10 0.14 -0.24 -1.090
C -4.981144 6.770805 1.445817 0.43 -0.10 -0.05 -0.362
C -6.045048 6.455826 0.593151 0.20 -0.04 -0.10 1.029
C -7.445349 6.823348 0.977106 -0.29 -0.07 -0.06 -1.437
C -5.770262 5.797391 -0.614179 -0.01 0.02 0.05 -0.834
C -4.467416 5.493319 -0.978493 0.53 -0.05 0.04 -0.659
C -1.115726 8.091833 -0.210550 0.71 0.45 0.07 0.892
C -2.159388 8.947572 0.104650 -0.26 0.54 0.21 -0.042
C -1.900548 10.301149 0.372981 0.18 -0.39 -0.21 -0.915
C -0.602982 10.824350 0.257033 0.20 -0.50 -0.07 -0.699
C 0.459371 9.992088 -0.140256 -0.30 0.16 0.16 -1.023
C 0.177044 8.648078 -0.352630 -0.78 0.25 0.03 0.343
H 2.718583 8.840936 -0.981076 0.02 -0.31 -0.08 0.281
H 3.060940 7.140214 -0.539211 -0.27 0.29 -0.07 0.311
H 2.615718 7.540903 -2.208351 -0.21 0.20 0.33 0.348
H 0.831308 5.583671 -1.324744 -0.05 0.13 0.16 0.772
H -1.813236 4.829597 -1.248112 -0.03 0.00 0.16 0.424
H -2.851162 6.788666 1.738623 -0.22 -0.15 -0.15 0.535
H -5.199694 7.258450 2.399203 0.18 -0.21 -0.26 0.426
H -8.149178 6.471547 0.218743 0.02 0.09 0.16 0.362
H -7.726991 6.383096 1.941116 0.11 0.03 -0.17 0.352
H -7.565549 7.909525 1.077971 0.12 -0.19 -0.06 0.332
H -6.606936 5.529569 -1.263234 0.35 0.03 0.14 0.323
H -4.253427 4.984582 -1.920807 -0.18 0.11 0.21 0.489
H -3.172655 8.563273 0.141562 0.16 0.28 0.09 0.450
H -2.724595 10.952323 0.672822 0.29 -0.21 -0.18 0.418
H -0.431304 11.880811 0.472042 0.04 -0.38 -0.12 0.397
H 1.473528 10.361567 -0.279464 -0.32 0.14 0.10 0.273
```
Forces are in eV/Å.

The frontier orbital gap is 0.21623 Eh. The value obtained for the HOMO energy is -10.92 eV. Its net charge is +1.


[2]
The following is a DFT calculation (ωB97M-V/def2-TZVPD) of one molecule with the formula C5H7NO in a non-equilibrium geometry.

```
14
Properties=species:S:1:pos:R:3:forces:R:3:nbo_charge:R:1
C 0.455497 -1.507069 -1.077195 -0.17 -0.02 0.03 -0.699
C 0.257884 -0.131348 -0.560651 -0.43 0.25 0.00 0.547
C -0.546662 0.354268 0.579794 -0.11 0.15 0.02 -0.256
N -0.890894 -0.586361 1.627919 0.03 0.13 0.12 -0.829
C -0.201062 1.806745 0.768651 0.70 0.48 0.10 -0.307
C 0.516595 2.083447 -0.317824 -0.10 -0.09 -0.14 -0.122
O 0.854903 0.833638 -1.127658 -0.43 0.12 0.41 -0.383
H -0.304205 -2.153991 -0.641225 0.08 -0.09 -0.09 0.247
H 0.377140 -1.494983 -2.167979 -0.01 -0.07 0.13 0.252
H 1.451096 -1.896909 -0.827103 -0.18 0.18 0.06 0.252
H -1.241503 -0.010185 2.394346 0.09 -0.39 -0.08 0.384
H -0.092355 -1.121020 1.980115 -0.21 0.53 -0.20 0.363
H -1.521745 0.893402 0.240769 0.66 -1.17 -0.56 0.343
H 0.885313 2.930366 -0.871958 0.09 -0.02 0.21 0.207
```
Forces are in eV/Å.

The frontier orbital gap is 0.29895 Eh. The value obtained for the HOMO energy is -8.15 eV.


[3]
The following is a DFT calculation (ωB97M-V/def2-TZVPD) of one molecule with the formula C4H5F5OS in a non-equilibrium geometry.

```
16
Properties=species:S:1:pos:R:3:forces:R:3:nbo_charge:R:1
C -2.222040 -0.504447 -0.347186 -0.04 -0.06 0.03 -0.634
C -1.572062 0.687715 0.323149 0.42 -0.08 -0.34 -0.609
C 2.519960 -0.149796 0.091043 0.73 0.27 0.19 0.898
C 1.055400 -0.553519 -0.102259 -1.63 1.17 -0.33 0.463
O 0.543414 2.258997 0.164944 0.64 1.36 0.65 -0.928
F 2.944146 0.579143 -0.943616 -0.26 -0.03 -0.19 -0.306
F 3.345898 -1.197447 0.200367 -0.32 -0.26 -0.07 -0.307
F 2.658190 0.577011 1.196900 -0.26 -0.04 0.03 -0.296
F 0.905897 -1.445069 -1.096925 0.25 0.19 0.04 -0.317
F 0.577779 -1.113842 1.027764 0.27 0.14 -0.08 -0.321
S -0.065158 1.197257 -0.599828 0.09 -2.64 0.27 1.213
H -1.679837 -1.419902 -0.134307 0.04 -0.11 -0.03 0.223
H -3.241340 -0.628298 0.010718 -0.06 -0.01 -0.01 0.229
H -2.254404 -0.362969 -1.425417 -0.09 -0.06 -0.13 0.215
H -1.304788 0.504353 1.361995 0.12 0.07 0.00 0.242
H -2.211052 1.570812 0.272664 0.12 0.09 -0.02 0.235
```
Forces are in eV/Å.

The frontier orbital gap is 0.37543 Eh. The value obtained for the HOMO energy is -9.78 eV.


[4]
The following is a DFT calculation (ωB97M-V/def2-TZVPD) of one molecule with the formula C19H28N2O4S in a non-equilibrium geometry.

```
54
Properties=species:S:1:pos:R:3:forces:R:3:nbo_charge:R:1
C -0.540775 4.331580 0.646095 0.11 0.17 -0.07 -0.648
C -1.180549 3.125076 0.041159 0.03 -0.11 -0.04 0.051
C -2.564594 3.057373 -0.092861 0.05 -0.13 0.00 -0.202
C -3.185044 1.937818 -0.620136 -0.07 0.01 -0.08 -0.208
C -2.407213 0.874540 -1.032597 -0.32 -0.50 -0.33 -0.275
C -1.032080 0.923592 -0.935810 0.15 0.11 -0.03 -0.209
C -0.406320 2.037343 -0.386293 -0.31 -0.02 -0.18 -0.133
C 1.094174 2.056532 -0.306501 -0.30 -0.23 0.10 0.670
O 1.773156 3.015586 -0.614543 0.17 0.25 -0.11 -0.620
N 1.617384 0.897641 0.143252 0.17 -0.36 0.17 -0.616
H 1.009264 0.131170 0.380603 -0.11 0.16 0.01 0.398
C 3.048397 0.664934 0.231497 0.38 0.23 0.03 -0.048
C 3.631306 0.344362 -1.154404 -0.27 0.07 -0.03 -0.422
H 4.702276 0.165608 -1.059620 0.14 0.05 -0.01 0.205
C 2.955674 -0.829246 -1.864032 0.28 -0.06 -0.02 -0.397
C 3.552037 -2.202672 -1.544507 -0.01 0.05 0.05 -0.398
C 3.953649 -2.416546 -0.082696 -0.23 -0.12 -0.12 -0.403
C 2.978805 -1.824778 0.937135 0.36 0.02 0.15 -0.407
H 3.027240 -2.418433 1.853253 -0.11 0.00 -0.02 0.215
C 3.322528 -0.381616 1.310978 -0.22 0.05 -0.08 -0.401
H 4.381487 -0.336226 1.572286 0.02 0.00 0.03 0.211
H 2.756879 -0.096646 2.202636 0.07 0.07 0.03 0.211
H 1.956556 -1.900387 0.561506 -0.18 -0.08 0.01 0.183
H 4.041883 -3.492308 0.084255 0.10 0.02 0.02 0.212
H 4.941599 -1.987426 0.093546 0.07 -0.02 0.05 0.195
H 4.438803 -2.360845 -2.162110 -0.03 -0.06 -0.07 0.203
H 2.820765 -2.961523 -1.832420 0.05 -0.07 -0.04 0.202
H 1.890648 -0.823451 -1.626960 -0.07 0.02 -0.06 0.187
H 3.030016 -0.678050 -2.942750 -0.12 0.01 0.01 0.218
H 3.497916 1.243560 -1.758955 0.09 0.02 0.03 0.231
H 3.488520 1.618645 0.551778 -0.08 -0.18 -0.02 0.225
H -0.467586 0.092618 -1.331653 0.18 -0.06 -0.02 0.240
S -3.166422 -0.632522 -1.637507 -0.05 -0.33 0.27 2.327
O -4.462404 -0.320323 -2.157483 -0.06 0.26 0.22 -0.935
O -2.208312 -1.312386 -2.457708 0.22 0.13 0.17 -0.940
N -3.409855 -1.604194 -0.309307 0.06 0.48 -0.97 -0.677
C -2.267676 -2.228666 0.312386 0.55 -0.01 0.33 -0.261
H -1.484127 -2.292386 -0.441762 0.13 -0.17 0.15 0.236
C -1.813104 -1.439972 1.546417 0.12 -0.13 -0.19 -0.088
H -1.054497 -1.993853 2.102918 0.04 0.04 -0.11 0.199
O -2.883877 -1.243438 2.442566 -0.05 -0.16 0.15 -0.524
C -3.944601 -0.535202 1.835108 -0.21 0.04 -0.16 -0.088
H -4.719089 -0.444937 2.598108 -0.01 0.07 -0.10 0.201
C -4.477147 -1.283905 0.608003 -0.29 0.35 0.45 -0.260
H -5.207287 -0.689493 0.060601 -0.16 -0.05 0.18 0.239
H -4.943117 -2.222063 0.930525 0.00 0.08 -0.06 0.206
H -3.599140 0.469346 1.545009 -0.07 -0.12 0.08 0.168
H -1.406124 -0.461761 1.241826 0.00 -0.14 0.07 0.162
H -2.554800 -3.240871 0.619534 0.04 0.06 -0.07 0.207
H -4.256273 1.881761 -0.733371 -0.15 0.07 0.00 0.241
H -3.164605 3.897685 0.223918 -0.04 0.08 0.03 0.219
H 0.278227 4.672310 0.017285 -0.01 0.08 0.06 0.262
H -1.263658 5.132862 0.771613 -0.06 0.04 0.06 0.213
H -0.118927 4.084181 1.620176 0.05 0.04 0.08 0.226
```
Forces are in eV/Å.

The frontier orbital gap is 0.35171 Eh. The value obtained for the HOMO energy is -9.15 eV. As for the SMILES: Cc1ccc(S(=O)(=O)N2CCOCC2)cc1C(=O)NC1CCCCCC1.


[5]
The following is a DFT calculation (ωB97M-V/def2-TZVPD) of C36H37NOsP2 as an isolated structure in a non-equilibrium geometry.

```
77
Properties=species:S:1:pos:R:3:forces:R:3:lowdin_spin:R:1
Os -1.948032 -3.953873 4.495450 -2.56 -2.54 -1.47 2.369
C -0.674535 -3.878045 6.321364 1.86 1.16 1.20 0.088
C -0.351090 -2.764801 5.552532 0.96 -0.36 1.20 0.076
C 0.887628 -2.638661 4.681027 0.15 -0.12 -0.26 0.021
C 0.645495 -3.054643 3.209449 0.24 0.18 0.10 0.037
C -0.280946 -4.239161 3.046254 -0.10 0.62 -0.37 0.089
C -0.317107 -5.372335 3.852150 0.24 -0.21 0.15 -0.014
C 0.634563 -5.652140 5.003547 0.11 -0.05 0.11 0.000
C 0.091131 -5.181418 6.374592 -0.08 -0.31 -0.11 0.014
C -3.347798 -4.621672 3.113335 -0.01 -0.03 0.04 0.035
H -1.388573 -3.734145 7.130172 -0.13 0.00 -0.13 0.018
H -0.858968 -1.834089 5.794647 -0.25 0.03 0.01 0.015
H 1.703539 -3.224677 5.112916 -0.19 0.14 0.00 0.001
H 1.219120 -1.595137 4.694692 -0.11 -0.16 0.04 0.003
H 0.193253 -2.212074 2.675331 0.11 -0.10 0.02 0.003
H 1.609057 -3.253469 2.715924 -0.20 0.03 0.08 0.008
H -0.782180 -4.297979 2.081821 0.12 -0.10 0.00 0.011
H -0.871633 -6.228251 3.474714 0.01 0.08 0.07 0.002
H 1.605029 -5.191097 4.800158 -0.19 -0.09 -0.07 0.000
H 0.812594 -6.731439 5.054728 -0.09 0.20 -0.02 -0.001
H -0.591934 -5.944309 6.763491 0.20 0.19 -0.01 0.001
H 0.918214 -5.108257 7.097303 -0.17 0.17 -0.16 0.005
H -4.257182 -4.976767 3.608728 0.15 0.02 -0.15 0.019
H -2.945635 -5.427712 2.486075 -0.16 0.09 0.11 0.016
H -3.626277 -3.782224 2.462755 0.19 0.17 0.00 0.014
P -0.519193 3.815462 -1.293715 -0.69 -0.07 0.19 0.106
P -0.362953 1.156691 -3.947790 1.83 -0.34 -1.06 0.406
C 0.878281 3.088582 -2.195338 0.59 -0.93 -0.49 0.007
C 0.939886 2.051147 -3.055087 -0.09 1.52 1.08 0.066
C -0.089601 5.580724 -1.085454 0.13 0.19 -0.24 0.017
C 1.230020 6.052762 -1.045838 -0.25 0.12 -0.01 0.004
C 1.484300 7.416302 -0.903079 -0.12 -0.15 -0.01 0.001
C 0.425752 8.318220 -0.786503 -0.13 -0.26 -0.01 0.001
C -0.891102 7.855286 -0.815880 0.22 -0.06 -0.01 0.000
C -1.146755 6.495092 -0.973831 0.17 -0.12 -0.08 0.003
C -0.170296 3.116945 0.375802 0.03 -0.29 0.16 0.011
C -0.328355 1.732654 0.552603 0.06 0.09 0.15 0.008
C -0.114415 1.144098 1.796763 0.01 0.30 -0.06 -0.001
C 0.235295 1.933845 2.894190 -0.06 0.13 -0.31 0.011
C 0.371138 3.312237 2.733946 -0.02 -0.11 -0.11 -0.001
C 0.173750 3.901362 1.484021 -0.02 -0.17 -0.06 0.009
C 0.207961 1.477029 -5.670801 -0.74 0.22 0.36 0.077
C 0.109130 2.790571 -6.158417 -0.01 0.36 -0.27 0.046
C 0.492258 3.097243 -7.461993 -0.04 -0.02 0.32 -0.002
C 0.956016 2.090138 -8.310945 -0.12 0.01 0.28 0.066
C 1.034955 0.778793 -7.843394 0.04 -0.12 0.42 0.006
C 0.667318 0.472559 -6.532119 -0.09 -0.32 -0.37 0.041
C 0.028777 -0.614775 -3.718877 -0.54 -0.28 0.32 0.052
C -1.038235 -1.523634 -3.758018 0.12 0.09 0.04 0.012
C -0.811936 -2.887323 -3.586635 0.20 0.02 0.06 -0.001
C 0.483135 -3.355439 -3.356059 -0.17 0.27 -0.04 0.004
C 1.550642 -2.457795 -3.309346 -0.18 0.20 -0.06 0.004
C 1.327453 -1.093952 -3.495385 -0.07 0.09 0.11 0.012
H 1.828126 3.519989 -1.875085 0.09 -0.30 -0.19 0.007
H 1.933629 1.740339 -3.381729 -0.14 -0.01 -0.07 0.017
H 2.052823 5.349322 -1.129811 0.02 0.24 0.06 0.000
H 2.509840 7.774560 -0.888173 -0.16 -0.05 0.02 0.000
H 0.626779 9.380463 -0.677777 -0.03 -0.18 -0.02 0.000
H -1.717612 8.555451 -0.732346 0.13 -0.12 -0.01 0.000
H -2.170019 6.133647 -1.029877 0.08 0.09 0.03 0.001
H -0.626904 1.111667 -0.289788 0.05 0.06 0.08 -0.001
H -0.232180 0.069940 1.912602 0.00 0.13 -0.05 0.000
H 0.393763 1.477503 3.867131 -0.01 0.10 -0.11 0.001
H 0.639538 3.935153 3.583159 -0.05 -0.10 -0.15 0.000
H 0.292985 4.974223 1.369081 -0.02 -0.12 0.05 0.000
H -0.276405 3.577875 -5.513517 0.06 -0.08 -0.11 0.001
H 0.417644 4.121074 -7.819175 0.01 -0.19 0.08 -0.001
H 1.246733 2.326283 -9.330591 -0.07 -0.04 0.15 0.003
H 1.391330 -0.012088 -8.498263 -0.04 0.13 0.15 0.000
H 0.743336 -0.550013 -6.176021 -0.04 0.10 -0.12 0.001
H -2.048339 -1.151036 -3.905355 0.07 -0.13 -0.03 0.003
H -1.646202 -3.582656 -3.616268 0.13 0.12 -0.03 0.000
H 0.659512 -4.417196 -3.207950 -0.02 0.16 -0.05 0.000
H 2.558217 -2.818267 -3.122484 -0.14 0.08 -0.09 0.001
H 2.157813 -0.395237 -3.465587 -0.01 -0.21 0.02 0.000
N -3.192178 -6.423548 6.197730 0.24 0.15 -0.17 0.098
C -2.743191 -5.543900 5.594119 -0.34 0.80 -0.14 0.071
```
Forces are in eV/Å.

As for the spin multiplicity: 5. The frontier orbital gap (spin up / spin down) is 0.22266 / 0.14351 Eh. The value obtained for the HOMO energy (spin up / spin down) is -12.96 / -12.64 eV. Its net charge is +2.


Respective energy above the lowest of the compared OMol25 structures with the same formula, charge and spin values: 0.0 444.6 0.0 146.2 0.0 kJ/mol.
Respective total energy values: -40313.1221 -8831.5952 -30698.1540 -42163.1602 -60445.5784 eV.